C5H9N as an isolated structure in a non-equilibrium geometry. Source: the OMol25 dataset; level of theory: wB97M-V/def2-TZVPD.

orbital gap = 10.03 eV
energy relative to the best compared isomer or geometry (same formula, charge and spin) = 2.9881 eV
maximum force = 3.0 eV/Å
HOMO level = -9.21 eV
M = 83.13 Da
calculated total energy = -250.557131 hartree

Each line ends with the Löwdin charge.
Positions of all 15 atoms, in Å:
C 1.965 -0.476 -0.775  -0.10
C 0.661 0.314 -0.545  -0.26
C -0.190 -0.102 0.656  -0.23
C -1.811 0.920 0.644  0.00
C -0.617 -1.476 0.630  -0.26
N -0.992 -2.573 0.549  0.14
H 2.648 -0.391 0.076  0.07
H 1.777 -1.540 -0.956  0.07
H 2.486 -0.085 -1.660  0.07
H 0.904 1.374 -0.437  0.11
H 0.042 0.202 -1.449  0.11
H -0.552 0.557 1.450  0.06
H -1.629 2.012 0.646  0.07
H -2.175 0.570 -0.297  0.05
H -2.518 0.694 1.467  0.08

C5H9N as an isolated structure. Source: the OMol25 dataset; level of theory: wB97M-V/def2-TZVPD.

orbital gap (alpha / beta) = 7.70 / 7.70 eV
energy relative to the best compared isomer or geometry (same formula, charge and spin) = 5.8167 eV
maximum force = 0.6 eV/Å
HOMO level (alpha / beta) = -6.70 / -6.71 eV
M = 83.13 Da
calculated total energy = -250.453183 hartree

Each line ends with the Löwdin charge.
Positions of all 15 atoms, in Å:
C 1.260 1.079 -0.285  -0.21
C -0.108 1.512 -0.602  -0.04
C 0.521 0.227 0.685  -0.16
N -0.286 -0.836 0.256  -0.33
C 0.071 -2.096 0.491  0.00
C -1.434 -0.367 -0.316  -0.02
H 1.878 0.604 -1.054  0.12
H 1.818 1.818 0.294  0.12
H -0.545 2.337 -0.059  0.08
H -0.465 1.457 -1.630  0.07
H 0.838 0.179 1.726  0.12
H 1.125 -2.334 0.557  0.05
H -0.690 -2.859 0.591  0.05
H -1.993 0.335 0.293  0.07
H -1.991 -1.056 -0.947  0.07

One molecule with the formula C5H9N in a non-equilibrium geometry. Source: the OMol25 dataset; level of theory: wB97M-V/def2-TZVPD.

SMILES string = C=C/C(N)=C\C
orbital gap = 7.27 eV
energy relative to the best compared isomer or geometry (same formula, charge and spin) = 4.7741 eV
maximum force = 4.4 eV/Å
HOMO level = -6.51 eV
M = 83.13 Da
calculated total energy = -250.491498 hartree

Each line ends with the Löwdin charge.
Positions of all 15 atoms, in Å:
C -0.606 -0.794 1.710  -0.08
C 0.176 -0.946 0.523  -0.16
C 0.912 -0.037 -0.350  -0.35
N 2.093 -0.428 -0.908  0.11
C -0.193 0.499 -0.944  -0.12
C -1.285 1.343 -0.307  -0.10
H -1.579 -1.291 1.755  0.03
H -0.202 -0.415 2.648  0.03
H 0.350 -2.007 0.318  0.11
H 2.433 0.014 -1.750  0.10
H 2.888 -0.596 -0.314  0.10
H -0.381 0.204 -1.986  0.12
H -0.830 1.557 0.679  0.08
H -1.586 2.144 -0.996  0.08
H -2.189 0.753 -0.078  0.07

One molecule with the formula C5H9N in a non-equilibrium geometry. Source: the OMol25 dataset; level of theory: wB97M-V/def2-TZVPD.

SMILES string = C=NC(=C)CC
orbital gap = 9.35 eV
energy relative to the best compared isomer or geometry (same formula, charge and spin) = 2.5738 eV
maximum force = 3.6 eV/Å
HOMO level = -8.54 eV
M = 83.13 Da
calculated total energy = -250.572359 hartree

Each line ends with the Löwdin charge.
Positions of all 15 atoms, in Å:
C 0.564 -0.830 -1.861  -0.05
N 0.212 0.241 -1.307  -0.03
C 0.184 0.887 -0.082  -0.35
C 0.880 2.047 -0.142  0.09
C -0.027 -0.081 1.117  -0.19
C -1.288 -0.930 0.897  -0.12
H 0.839 -0.845 -2.910  0.06
H 0.744 -1.710 -1.244  0.07
H 1.366 2.440 0.743  0.06
H 0.791 2.529 -1.103  0.06
H -0.179 0.520 1.999  0.09
H 0.778 -0.814 1.278  0.11
H -1.443 -1.154 -0.160  0.05
H -2.158 -0.421 1.317  0.07
H -1.265 -1.878 1.458  0.07

One molecule with the formula C5H9N. Source: the OMol25 dataset; level of theory: wB97M-V/def2-TZVPD.

SMILES string = C1CC1N1CC1
orbital gap = 10.36 eV
energy relative to the best compared isomer or geometry (same formula, charge and spin) = 2.1779 eV
maximum force = 0.3 eV/Å
HOMO level = -9.03 eV
M = 83.13 Da
calculated total energy = -250.586905 hartree

Each line ends with the Löwdin charge.
Positions of all 15 atoms, in Å:
C 0.558 -1.543 1.076  -0.11
C -0.348 -0.514 1.695  -0.11
C -0.234 -0.615 0.205  -0.34
N 0.520 0.415 -0.460  -0.09
C -0.160 1.644 -0.813  -0.14
C 0.236 0.665 -1.857  -0.14
H 1.623 -1.340 1.107  0.10
H 0.282 -2.591 1.135  0.09
H -1.270 -0.852 2.159  0.10
H 0.109 0.353 2.162  0.10
H -1.092 -1.025 -0.336  0.14
H -1.223 1.734 -0.587  0.11
H 0.421 2.550 -0.659  0.10
H 1.097 0.839 -2.498  0.10
H -0.572 0.101 -2.325  0.10

C5H9N as an isolated structure in a non-equilibrium geometry. Source: the OMol25 dataset; level of theory: wB97M-V/def2-TZVPD.

orbital gap = 9.54 eV
energy relative to the best compared isomer or geometry (same formula, charge and spin) = 4.3909 eV
maximum force = 1.8 eV/Å
HOMO level = -8.66 eV
M = 83.13 Da
calculated total energy = -250.505579 hartree

Each line ends with the Löwdin charge.
Positions of all 15 atoms, in Å:
C 1.690 -0.046 -0.201  -0.03
C 0.199 -0.073 -0.015  -0.52
C -0.708 -0.027 1.236  -0.18
N -1.723 0.279 0.184  0.03
C -0.657 1.125 -0.450  -0.19
C -0.730 -1.085 -0.618  0.03
H 1.920 0.225 -1.242  0.08
H 2.159 -1.006 0.018  0.08
H 2.116 0.730 0.443  0.08
H -0.964 -0.920 1.819  0.11
H -0.404 0.793 1.893  0.11
H -0.427 2.068 0.080  0.11
H -0.873 1.326 -1.501  0.11
H -0.385 -1.522 -1.594  0.11
H -1.215 -1.868 -0.052  0.07

An isolated ion of composition C5H9N and charge +1 in a non-equilibrium geometry. Source: the OMol25 dataset; level of theory: wB97M-V/def2-TZVPD.

spin multiplicity = 2
net charge = +1
orbital gap (alpha / beta) = 11.04 / 8.03 eV
energy relative to the best compared isomer or geometry (same formula, charge and spin) = 0.6491 eV
maximum force = 1.0 eV/Å
HOMO level (alpha / beta) = -14.71 / -15.03 eV
M = 83.13 Da
calculated total energy = -250.344727 hartree

Each line ends with the Löwdin spin population.
Positions of all 15 atoms, in Å:
C -2.206 0.491 0.015  0.02
N -0.956 -0.246 -0.208  0.24
C 0.253 0.263 -0.217  0.12
C 0.501 1.635 -0.157  0.53
C 1.557 -1.552 0.759  0.01
C 1.409 -0.658 -0.206  0.01
H -2.021 1.269 0.747  0.00
H -2.544 0.941 -0.923  0.01
H -2.939 -0.220 0.370  0.00
H -1.011 -1.248 -0.349  0.00
H -0.274 2.388 -0.183  0.03
H 1.495 2.050 -0.136  0.02
H 0.793 -1.736 1.508  0.00
H 2.438 -2.178 0.881  0.00
H 2.165 -0.500 -0.962  0.00

An isolated ion of composition C5H9N2 and charge +1 in a non-equilibrium geometry. Source: the OMol25 dataset; level of theory: wB97M-V/def2-TZVPD.

SMILES string = C1C[NH+]1C12CN1C2
net charge = +1
orbital gap = 11.02 eV
energy relative to the best compared isomer or geometry (same formula, charge and spin) = 6.2833 eV
maximum force = 4.9 eV/Å
HOMO level = -14.34 eV
M = 97.14 Da
calculated total energy = -304.999124 hartree

Each line ends with the Löwdin charge.
Positions of all 16 atoms, in Å:
C 1.229 -1.429 -0.078  0.00
C -0.189 -1.787 0.067  -0.03
N 0.175 -0.518 -0.568  0.00
C -0.217 0.761 -0.064  -0.34
C -1.615 1.148 0.201  -0.02
N -0.825 1.942 -0.692  0.07
C 0.507 2.063 -0.111  0.00
H 1.697 -1.083 0.832  0.14
H 1.815 -2.024 -0.945  0.20
H -0.480 -2.648 -0.467  0.13
H -0.574 -1.595 1.094  0.16
H -0.070 -0.456 -1.610  0.24
H -2.355 0.666 -0.284  0.09
H -1.936 1.626 1.092  0.12
H 0.635 2.676 0.733  0.10
H 1.366 2.107 -0.843  0.15

A 2-piece molecular cluster, C5H9N2 overall in a non-equilibrium geometry. Source: the OMol25 dataset; level of theory: wB97M-V/def2-TZVPD.

net charge = +1
orbital gap (alpha / beta) = 6.80 / 6.80 eV
energy relative to the best compared isomer or geometry (same formula, charge and spin) = 8.8433 eV
maximum force = 3.7 eV/Å
HOMO level (alpha / beta) = -13.63 / -13.63 eV
M = 97.14 Da
calculated total energy = -304.905048 hartree

Each line ends with the Löwdin charge.
Positions of all 16 atoms, in Å:
C -2.151 1.126 0.509  -0.02
C -2.246 -0.898 -0.625  0.05
C 2.149 -0.626 -0.618  -0.17
C 2.439 0.599 0.200  -0.17
C -1.364 0.114 -0.124  0.01
N -2.361 -0.300 0.765  0.14
N 1.383 -0.320 0.556  -0.02
H -1.764 1.612 1.438  0.15
H -2.958 1.730 -0.038  0.16
H -3.053 -0.560 -1.366  0.17
H -1.893 -1.848 -0.586  0.09
H 1.665 -0.630 -1.595  0.11
H 2.861 -1.473 -0.565  0.12
H 3.349 0.544 0.861  0.12
H 2.450 1.631 -0.309  0.14
H 1.495 -0.702 1.497  0.13

An isolated ion of composition C5H9N2 and charge +1 in a non-equilibrium geometry. Source: the OMol25 dataset; level of theory: wB97M-V/def2-TZVPD.

SMILES string = C=N/C=C\C=[NH+]\C
net charge = +1
orbital gap = 8.10 eV
energy relative to the best compared isomer or geometry (same formula, charge and spin) = 4.5442 eV
maximum force = 4.7 eV/Å
HOMO level = -13.55 eV
M = 97.14 Da
calculated total energy = -305.063035 hartree

Each line ends with the Löwdin charge.
Positions of all 16 atoms, in Å:
C 0.977 -1.641 -0.195  0.04
N 1.883 -0.854 0.124  0.06
C 2.170 0.433 0.144  -0.04
C 1.178 1.388 -0.072  -0.06
C -0.117 1.034 -0.189  -0.10
N -0.726 -0.143 0.124  -0.08
C -2.266 -0.143 0.043  0.00
H 0.736 -1.717 -1.360  0.17
H 0.720 -2.508 0.430  0.13
H 3.281 0.624 0.257  0.17
H 1.446 2.473 0.038  0.15
H -0.903 1.803 -0.523  0.16
H -0.414 -0.394 1.051  0.14
H -2.720 -0.780 0.784  0.08
H -2.566 0.955 0.233  0.11
H -2.679 -0.529 -0.891  0.09